Entry 1:
The following is a quantum chemistry calculation of 3 unconnected molecules or ions with the total composition C4H14N2O2 in a non-equilibrium geometry, from the OMol25 dataset.

Output
Net charge: -1
2S+1: 2
Lowest unoccupied orbital energy (spin up / spin down), eV: 3.9 / 3.7
Highest occupied orbital energy (spin up / spin down), eV: 1.1 / -5.3

Positions of all 22 atoms, in Å:
C: 1.20723 1.70530 -1.20798
C: -0.14204 1.79905 -0.56377
C: -0.06332 1.74846 0.96493
N: -2.36260 -0.01071 1.05091
C: -1.15800 -0.26737 1.65957
N: -0.08825 0.42082 1.53138
H: 1.89266 2.56351 -1.02013
H: 1.78001 0.78194 -1.05564
H: 1.11926 1.73992 -2.32148
H: -0.74699 2.60812 -1.00227
H: -0.68884 0.92024 -0.94440
H: -0.84772 2.42091 1.37891
H: 0.86211 2.23040 1.30472
H: -2.79581 -0.81582 0.58948
H: -2.48391 0.85192 0.54571
H: -1.11839 -1.07939 2.37748
H: -0.13904 -3.23209 -2.95608
H: 0.13195 -2.42759 -1.60214
O: -0.24783 -3.24238 -2.00115
H: 2.90844 -0.67824 -0.16536
H: 2.00450 -1.50787 0.56001
O: 2.29606 -1.40955 -0.35998


Entry 2:
The following is a quantum chemistry calculation of 2 unconnected molecules or ions with the total composition C4H14N2O2 in a non-equilibrium geometry, from the OMol25 dataset.

Output
Lowest unoccupied orbital energy, eV: 0.7
SMILES string: NCCNCCO.O
Highest occupied orbital energy, eV: -9.0

Positions of all 22 atoms, in Å:
N: 1.32801 -1.28555 0.53218
C: 0.59620 -0.72887 1.76374
C: -0.86621 -0.40025 1.44575
N: -1.25604 0.72329 0.56011
C: 0.00735 1.42676 0.05189
C: -0.16026 1.78122 -1.45907
O: -0.14879 3.13724 -1.80009
H: 1.44265 -2.20935 0.41911
H: 0.87000 -0.96100 -0.25269
H: 0.49013 -1.40226 2.58945
H: 1.08100 0.27883 2.12896
H: -1.38966 -0.34506 2.46608
H: -1.39239 -1.26229 0.73840
H: -1.72729 1.51533 1.14976
H: 0.98149 0.99568 0.20644
H: 0.17357 2.47408 0.60317
H: 0.50812 1.17619 -1.95666
H: -1.08625 1.38847 -1.95265
H: 0.60239 3.59770 -1.39675
O: 0.32617 -3.93105 -0.79821
H: -0.56339 -4.19649 -1.00962
H: 0.62435 -3.23678 -1.40652


Entry 3:
The following is a quantum chemistry calculation of 3 unconnected molecules or ions with the total composition C4H14N2O2 in a non-equilibrium geometry, from the OMol25 dataset.

Output
Lowest unoccupied orbital energy, eV: 0.8
SMILES string: CC/C(N)=C/N.O.O
Highest occupied orbital energy, eV: -7.3

Positions of all 22 atoms, in Å:
C: -1.32236 -1.16022 -2.19825
C: -0.12519 -0.51887 -1.46858
C: -0.35894 -0.22048 -0.09209
N: -0.46498 -1.28824 0.75479
C: -0.58754 1.02696 0.42235
N: -0.95929 1.11709 1.80968
H: -1.64752 -2.11136 -1.73561
H: -0.95968 -1.47002 -3.16716
H: -2.26589 -0.63927 -2.29978
H: 0.14349 0.41314 -2.07216
H: 0.85205 -1.09088 -1.54402
H: -0.68993 -2.24039 0.44060
H: 0.04165 -1.28416 1.64934
H: -0.39787 1.94036 -0.17088
H: -1.41568 1.91863 2.07733
H: -1.61895 0.31246 2.09754
O: 2.15896 1.92561 -0.58021
H: 2.96703 1.57129 -0.79261
H: 1.70489 1.28157 -0.06083
O: 1.78542 0.07935 1.97611
H: 1.11962 0.85879 2.24676
H: 2.04070 -0.42136 2.70767


Entry 4:
The following is a quantum chemistry calculation of 3 unconnected molecules or ions with the total composition C4H14N2O2 in a non-equilibrium geometry, from the OMol25 dataset.

Output
Lowest unoccupied orbital energy, eV: -4.9
Highest occupied orbital energy, eV: -8.9

Positions of all 22 atoms, in Å:
C: 0.79213 1.61657 -0.99138
C: 1.87021 0.55446 -0.57662
C: 2.06921 0.71861 0.90794
O: 0.95223 0.48608 1.60242
N: -1.17531 -2.02237 0.07010
C: -1.81920 -1.10690 0.98674
N: -1.55966 0.30269 0.63643
H: 0.11340 1.18904 -1.68941
H: 1.52327 2.35395 -1.31824
H: 1.52743 -0.46187 -0.70478
H: 2.83124 0.86204 -1.01062
H: 2.97789 -0.00167 1.28139
H: 2.49580 1.70224 0.93995
H: 0.37604 1.77975 0.03351
H: -0.20183 -1.88155 0.32825
H: -1.46727 -1.24143 1.97111
H: -2.85503 -1.36353 0.80743
H: -0.58766 0.43404 0.86404
H: -1.71677 0.34627 -0.44538
H: -1.24275 -0.69880 -3.02121
H: -1.23195 -1.68059 -0.93409
O: -1.06112 -0.48565 -2.10339


Entry 5:
The following is a quantum chemistry calculation of 4 unconnected molecules or ions with the total composition C4H14N2O6, from the OMol25 dataset.

Output
Lowest unoccupied orbital energy, eV: 0.3
SMILES string: C[N+](=O)[O-].C[N+](=O)[O-].CO.CO
Highest occupied orbital energy, eV: -10.4

Positions of all 26 atoms, in Å:
C: -15.13186 -6.47617 9.17215
N: -15.90271 -5.88316 8.03939
O: -15.77916 -4.69063 7.83459
O: -16.62989 -6.62504 7.41222
H: -15.80881 -6.40488 10.02160
H: -14.27005 -5.83871 9.32267
H: -14.87562 -7.49103 8.89684
C: -17.69590 -9.61165 11.04012
N: -16.26866 -9.23461 10.86476
O: -15.67410 -9.75263 9.94057
O: -15.81141 -8.39930 11.61144
H: -17.76301 -10.69378 11.02552
H: -18.22654 -9.15537 10.21064
H: -18.04216 -9.21487 11.98627
C: -19.89176 -6.57843 8.07808
O: -20.09659 -5.60245 9.10019
H: -20.82111 -6.78665 7.53820
H: -19.11516 -6.28010 7.37627
H: -19.60475 -7.51147 8.56086
H: -20.63579 -4.90238 8.72443
C: -18.09202 -5.74765 12.29677
O: -17.85655 -6.06697 10.93128
H: -18.20986 -6.66145 12.87674
H: -17.24226 -5.17638 12.68473
H: -18.95266 -5.08927 12.44083
H: -18.58336 -5.77788 10.36595


Entry 6:
The following is a quantum chemistry calculation of 2 unconnected molecules or ions with the total composition C4H14N2OS in a non-equilibrium geometry, from the OMol25 dataset.

Output
Lowest unoccupied orbital energy, eV: 0.9
SMILES string: CNC[C@@H](N)CS.O
Highest occupied orbital energy, eV: -9.0

Positions of all 22 atoms, in Å:
C: 2.66062 -0.05606 -1.03294
N: 1.26431 -0.33861 -0.71984
C: 0.48153 0.92823 -0.52274
C: -0.80424 0.20350 0.18080
N: -1.59096 1.19281 0.97433
C: -1.65466 -0.40697 -0.94597
S: -2.89076 -1.67572 -0.53735
H: 3.13610 -1.10474 -1.10625
H: 3.31644 0.50115 -0.15590
H: 2.71220 0.27586 -2.05079
H: 1.19050 -0.91310 0.06293
H: 0.95303 1.87334 0.10174
H: 0.19599 1.39021 -1.47019
H: -0.31462 -0.59098 0.78213
H: -2.56990 0.96295 1.21747
H: -1.56008 2.13235 0.57108
H: -2.17562 0.35593 -1.48043
H: -0.92833 -0.79280 -1.72975
H: -2.01880 -2.70609 -0.79378
O: 0.46284 -0.45181 2.74034
H: -0.16563 0.20912 2.50554
H: 0.30003 -0.98859 3.40955


Entry 7:
The following is a quantum chemistry calculation of 2 unconnected molecules or ions with the total composition C4H14N2OS in a non-equilibrium geometry, from the OMol25 dataset.

Output
Lowest unoccupied orbital energy, eV: 0.7
SMILES string: NCNCCCS.O
Highest occupied orbital energy, eV: -9.1

Positions of all 22 atoms, in Å:
N: -0.49453 2.35859 2.01382
C: 0.33886 1.16597 1.91758
N: 0.09574 0.22338 0.79415
C: -1.27984 -0.05282 0.52734
C: -1.47731 -0.76324 -0.86275
C: -0.95890 0.07323 -2.00618
S: 0.55973 -0.58566 -2.80648
H: -0.80358 2.63044 1.08551
H: -1.33803 2.15938 2.53685
H: 1.37411 1.48650 1.83943
H: 0.22523 0.58963 2.82271
H: 0.53510 0.63862 -0.02115
H: -1.70967 -0.69005 1.29667
H: -1.95606 0.81376 0.48510
H: -0.95296 -1.70460 -0.71716
H: -2.54456 -0.99095 -0.88118
H: -1.68821 0.18615 -2.81321
H: -0.68586 1.08374 -1.73304
H: 0.43727 -1.82744 -2.36702
O: 2.16415 -1.64227 2.46135
H: 2.43265 -0.86673 2.99373
H: 1.27662 -1.35292 2.19359


Entry 8:
The following is a quantum chemistry calculation of a single C4H14N2Si2 molecule in a non-equilibrium geometry, from the OMol25 dataset.

Output
Lowest unoccupied orbital energy, eV: 0.1
Highest occupied orbital energy, eV: -7.9

Positions of all 22 atoms, in Å:
C: 0.91991 -0.05883 -0.57592
C: -0.06475 -0.18110 0.60643
C: 2.80781 1.46053 -0.11185
C: -2.16913 1.04330 0.23202
N: 2.29339 0.06279 -0.25882
N: -1.48933 -0.20291 0.14295
Si: 3.24230 -1.33458 0.04351
Si: -2.47043 -1.66699 -0.12585
H: 0.75243 -0.83386 -1.29798
H: 0.61367 0.85805 -1.19660
H: 0.10103 -1.10924 1.15361
H: -0.00507 0.71065 1.14898
H: 2.04615 2.25350 -0.48563
H: 2.97752 1.74088 0.93817
H: 3.74677 1.48337 -0.64210
H: -3.18254 0.90962 -0.18273
H: -2.28513 1.45374 1.27789
H: -1.46486 1.84438 -0.35265
H: 2.36931 -2.46459 0.09791
H: -3.74366 -1.99825 0.91999
H: -1.62592 -2.79199 -0.25373
H: -3.36945 -1.17849 -1.07763


Entry 9:
The following is a quantum chemistry calculation of a molecular structure, C4H14N3 in a non-equilibrium geometry, from the OMol25 dataset.

Output
Net charge: +1
Lowest unoccupied orbital energy, eV: -3.0
Highest occupied orbital energy, eV: -13.8

Positions of all 21 atoms, in Å:
N: -0.32646 -0.66140 1.45766
C: -0.90631 -2.02590 1.25469
N: -0.09492 -2.98407 0.58377
H: 0.24546 -0.59719 2.31726
H: -1.07458 0.02091 1.61350
H: -1.22386 -2.39770 2.24466
H: -1.80622 -1.89306 0.64713
H: 0.07907 -2.75782 -0.36219
H: 0.78525 -3.29987 1.03960
C: -0.55439 3.13632 -1.32034
C: -0.30220 1.72660 -0.94475
C: 0.95841 1.32392 -0.88887
N: 1.20372 -0.07426 -0.42618
H: 0.36365 3.62891 -1.65021
H: -1.26563 3.12337 -2.15549
H: -1.05644 3.70739 -0.51971
H: -1.10189 1.03731 -0.71067
H: 1.79736 1.86044 -1.35787
H: 0.47947 -0.43317 0.43725
H: 0.98047 -0.68939 -1.22821
H: 2.14842 -0.23773 -0.22620


Entry 10:
The following is a quantum chemistry calculation of 2 unconnected molecules or ions with the total composition C4H14N3 in a non-equilibrium geometry, from the OMol25 dataset.

Output
Net charge: +1
Lowest unoccupied orbital energy, eV: -3.0
Highest occupied orbital energy, eV: -14.5

Positions of all 21 atoms, in Å:
C: 1.02443 -0.45615 -2.50312
C: 1.28156 0.85721 -0.48880
N: 0.84666 0.76895 -1.74402
N: 2.01748 -0.09033 0.02962
N: 0.93169 1.96336 0.22077
H: 0.19286 1.45973 -2.08145
H: 2.39205 -0.82234 -0.54978
H: 2.38503 -0.11539 0.96120
H: 0.68840 2.80026 -0.25938
H: 0.39867 1.86616 1.05987
H: 0.44318 -0.38241 -3.41978
H: 0.73061 -1.39959 -2.04734
H: 2.05837 -0.52733 -2.85510
C: -2.33684 -0.07864 1.60615
C: -1.44644 -1.31880 1.89536
H: -1.85403 0.88236 1.69086
H: -2.67117 -0.16386 0.56403
H: -3.23913 -0.24578 2.18333
H: -1.23297 -1.85638 0.96338
H: -2.08036 -2.06708 2.35546
H: -0.53007 -1.07396 2.41875


Here are the calculated E numbers, same order: -420.7180, -420.6766, -420.7484, -420.4641, -721.5345, -743.6571, -743.7112, -849.1821, -324.7999, -324.8370 (Eh).
Here are the calculated energy above the lowest of the compared OMol25 structures with the same formula, charge and spin numbers, same order: 19.83, 80.63, 35.57, 214.00, 0.00, 48.15, 14.17, 150.39, 40.74, 17.46 (kcal per mole).